Entry from the OMol25 dataset: a cluster of 2 separate species, C3H6N in total in a non-equilibrium geometry (ωB97M-V/def2-TZVPD).

Properties
E: -172.2214 Eh
HOMO-LUMO gap (alpha / beta): 8.5 / 8.5 eV
Charge: +1
ΔE to the lowest compared entry with this formula, charge and spin: 3.735 eV

Each atom is followed by the atoms it is bonded to, with distances in Å.
Atoms and positions in Å:
1 C -2.373 0.160 0.266  N4 1.261, H5 1.028, H6 1.063
2 C -0.015 -0.192 -0.443  N4 1.243, H7 1.092
3 C 2.232 0.122 0.126  H8 1.053, H9 1.125, H10 1.072
4 N -1.228 -0.017 -0.230  C1 1.261, C2 1.243
5 H -2.996 0.949 0.050  C1 1.028
6 H -2.624 -0.598 0.969  C1 1.063
7 H 0.297 -0.707 -1.354  C2 1.092
8 H 2.241 1.175 0.121  C3 1.053
9 H 1.786 -0.325 1.057  C3 1.125
10 H 2.680 -0.566 -0.563  C3 1.072

Entry from the OMol25 dataset: a cluster of 2 separate species, C3H6N in total in a non-equilibrium geometry (ωB97M-V/def2-TZVPD).

Properties
E: -172.1399 Eh
HOMO-LUMO gap: 8.8 eV
Charge: +1
ΔE to the lowest compared entry with this formula, charge and spin: 5.952 eV

Each atom is followed by the atoms it is bonded to, with distances in Å.
Atoms and positions in Å:
1 C 1.353 0.546 0.220  C2 1.283, N4 1.477, H5 1.105
2 C 0.380 1.348 -0.012  C1 1.283, N4 1.423, H6 1.132
3 C -0.854 -0.904 0.321  N4 1.484, H7 1.014, H8 1.149, H9 1.207
4 N 0.111 -0.006 -0.359  C1 1.477, C2 1.423, C3 1.484
5 H 2.254 0.024 0.589  C1 1.105
6 H 0.107 2.447 -0.019  C2 1.132
7 H -0.475 -1.845 0.341  C3 1.014
8 H -1.219 -0.461 1.316  C3 1.149
9 H -1.922 -0.825 -0.236  C3 1.207
10 H 0.264 -0.324 -2.160  no bonds